# 1
Molecular formula: C3H10NO3S
Method: DFT, ωB97M-V/def2-TZVPD

Each atom is followed by the atoms it is bonded to, with distances in Å.
Element x y z (Å)
1 S -0.1756 1.5218 -1.9044  C7 1.841
2 O -0.0424 -2.0564 2.1462  C8 1.219
3 O 1.7627 0.6921 2.1789  H13 0.961, H14 1.010
4 O 2.4988 0.4754 -0.2920  H12 0.984, H17 0.968
5 N -0.7972 -0.7169 0.5107  C6 1.423, C8 1.371, H10 1.014
6 C -1.8045 -0.1226 -0.2998  N5 1.423, C7 1.542, H15 1.106, H18 1.102
7 C -1.3192 0.0872 -1.7486  S1 1.841, C6 1.542, H11 1.099, H16 1.089
8 C -0.9124 -1.8113 1.3284  O2 1.219, N5 1.371, H9 1.105
9 H -1.7009 -2.5527 1.1037  C8 1.105
10 H 0.0132 -0.1521 0.7393  N5 1.014
11 H -0.7315 -0.8155 -1.9659  C7 1.099
12 H 1.8148 0.1606 -0.9250  O4 0.984
13 H 1.8605 -0.1934 2.5406  O3 0.961
14 H 1.8951 0.5174 1.1930  O3 1.010
15 H -2.6369 -0.8499 -0.3365  C6 1.106
16 H -2.1028 0.0480 -2.5042  C7 1.089
17 H 2.3909 1.3970 -0.5673  O4 0.968
18 H -2.1965 0.8344 0.0804  C6 1.102

- max |F| (eV Å⁻¹) = 2.1
- spin multiplicity = 1
- HOMO energy (eV) = -3.285
- frontier orbital gap (eV) = 7.01
- net charge = -1
- LUMO energy (eV) = 3.724

=====

# 2
Molecular formula: C3H10NOP
Method: DFT, ωB97M-V/def2-TZVPD

Each atom is followed by the atoms it is bonded to, with distances in Å.
Element x y z (Å)
1 P 1.2209 0.8822 -0.4610  O2 1.701, N3 1.690
2 O 1.9979 1.0068 1.0465  P1 1.701, H7 0.903
3 N -0.3932 0.7364 0.0186  P1 1.690, C4 1.481, C5 1.474
4 C -0.8492 0.5033 1.4085  N3 1.481, H9 1.094, H11 1.120, H13 1.173
5 C -1.3248 1.1247 -1.0557  N3 1.474, H8 1.137, H10 1.056, H15 1.092
6 C 1.8045 -1.4874 -0.9670  H12 1.064, H14 1.053, H16 1.187
7 H 2.7363 1.5265 1.0319  O2 0.903
8 H -0.6624 1.2981 -1.9630  C5 1.137
9 H -1.8662 0.7876 1.6924  C4 1.094
10 H -1.9796 1.8881 -0.7340  C5 1.056
11 H -0.0927 0.9383 2.1108  C4 1.120
12 H 1.1248 -2.2347 -0.6345  C6 1.064
13 H -0.9024 -0.6389 1.6721  C4 1.173
14 H 2.7518 -1.6432 -0.5346  C6 1.053
15 H -1.9048 0.2962 -1.4667  C5 1.092
16 H 1.6990 -1.6112 -2.1432  C6 1.187

- max |F| (eV Å⁻¹) = 4.8
- spin multiplicity = 1
- HOMO energy (eV) = -7.519
- frontier orbital gap (eV) = 8.35
- LUMO energy (eV) = 0.829

=====

# 3
Molecular formula: C3H10NOS
Method: DFT, ωB97M-V/def2-TZVPD

Each atom is followed by the atoms it is bonded to, with distances in Å.
Element x y z (Å)
1 S 1.6021 1.9388 -0.5929  C4 1.865
2 O -0.6779 2.0009 1.6471  H10 0.947, H15 0.973
3 N -0.5833 -0.2068 -0.4329  C5 1.445, C6 1.442, H14 1.017
4 C 1.9333 0.2126 0.0315  S1 1.865, C6 1.566, H7 1.086, H12 1.081
5 C -1.7741 -1.0247 -0.3837  N3 1.445, H8 1.090, H13 1.092, H16 1.094
6 C 0.7461 -0.7505 -0.3069  N3 1.442, C4 1.566, H9 1.106, H11 1.102
7 H 1.9235 0.3104 1.1131  C4 1.086
8 H -1.4748 -1.8821 0.2196  C5 1.090
9 H 0.9620 -1.2471 -1.2709  C6 1.106
10 H -1.0464 1.2414 1.2178  O2 0.947
11 H 0.8203 -1.5282 0.4702  C6 1.102
12 H 2.8101 -0.1067 -0.5132  C4 1.081
13 H -2.6158 -0.5417 0.1172  C5 1.092
14 H -0.5626 0.6912 -0.9100  N3 1.017
15 H 0.0020 2.2219 0.9869  O2 0.973
16 H -2.0646 -1.3293 -1.3929  C5 1.094

- max |F| (eV Å⁻¹) = 3.0
- spin multiplicity = 1
- HOMO energy (eV) = -2.784
- frontier orbital gap (eV) = 6.57
- net charge = -1
- LUMO energy (eV) = 3.791

=====

# 4
Molecular formula: C3H10NOS
Method: DFT, ωB97M-V/def2-TZVPD

Each atom is followed by the atoms it is bonded to, with distances in Å.
Element x y z (Å)
1 S 0.5961 0.5490 -1.5825  C5 1.869
2 O 2.6282 -2.2931 -0.7819  H13 0.976, H16 0.988
3 N 0.0144 1.2743 1.5228  C4 1.507, H7 1.073, H10 0.939
4 C -1.0404 0.7290 0.5940  N3 1.507, C5 1.578, C6 1.568, H15 1.094
5 C -0.9599 1.3039 -0.8729  S1 1.869, C4 1.578, H12 1.150, H14 1.095
6 C -0.9948 -0.8380 0.5753  C4 1.568, H8 1.071, H9 1.071, H11 1.102
7 H 0.8275 0.5749 1.5129  N3 1.073
8 H -1.7408 -1.3035 -0.0360  C6 1.071
9 H -1.1185 -1.3474 1.5095  C6 1.071
10 H 0.3740 1.9481 0.9771  N3 0.939
11 H -0.1510 -1.2726 0.0156  C6 1.102
12 H -0.8675 2.4490 -0.8265  C5 1.150
13 H 2.5790 -1.4602 -1.2877  O2 0.976
14 H -1.7938 1.0242 -1.5246  C5 1.095
15 H -1.9590 1.0416 1.0984  C4 1.094
16 H 3.6065 -2.3792 -0.8935  O2 0.988

- max |F| (eV Å⁻¹) = 4.6
- spin multiplicity = 1
- HOMO energy (eV) = -2.492
- frontier orbital gap (eV) = 6.09
- net charge = -1
- LUMO energy (eV) = 3.598

=====

# 5
Molecular formula: C3H10NOS
Method: DFT, ωB97M-V/def2-TZVPD

Each atom is followed by the atoms it is bonded to, with distances in Å.
Element x y z (Å)
1 S 0.7386 -1.1630 -1.6469  C5 1.849
2 O -2.4958 -1.2580 -1.3822  H9 0.993, H14 0.963
3 N 1.0572 -0.5972 1.4317  C4 1.473, H7 1.028, H12 1.016
4 C 0.8063 0.6067 0.6207  N3 1.473, C5 1.534, C6 1.513, H11 1.098
5 C 1.1438 0.4649 -0.8690  S1 1.849, C4 1.534, H8 1.080, H16 1.090
6 C -0.6336 1.0213 0.8289  C4 1.513, H10 1.091, H13 1.096, H15 1.083
7 H 1.9775 -0.9498 1.1395  N3 1.028
8 H 0.6471 1.2516 -1.4182  C5 1.080
9 H -1.5050 -1.2958 -1.3213  O2 0.993
10 H -0.9210 1.8539 0.1847  C6 1.091
11 H 1.4354 1.3928 1.0599  C4 1.098
12 H 0.4682 -1.3088 1.0082  N3 1.016
13 H -1.3173 0.2251 0.5112  C6 1.096
14 H -2.7483 -2.0996 -0.9868  O2 0.963
15 H -0.8697 1.2689 1.8565  C6 1.083
16 H 2.2166 0.5870 -1.0169  C5 1.090

- max |F| (eV Å⁻¹) = 1.0
- spin multiplicity = 1
- HOMO energy (eV) = -2.895
- frontier orbital gap (eV) = 6.93
- net charge = -1
- LUMO energy (eV) = 4.038

=====

# 6
Molecular formula: C3H10NOS
Method: DFT, ωB97M-V/def2-TZVPD

Each atom is followed by the atoms it is bonded to, with distances in Å.
Element x y z (Å)
1 S 1.6716 1.4519 0.0169  H14 1.354
2 O 3.6612 -0.1251 -1.1970  H10 0.966, H15 0.992
3 N -2.3560 0.1687 -0.8353  C4 1.304, H16 1.028
4 C -1.6135 -0.4593 0.0337  N3 1.304, C5 1.426, C6 1.549
5 C -1.2654 -1.8157 0.3014  C4 1.426, H7 1.079, H13 1.093
6 C -1.2428 0.5062 1.1868  C4 1.549, H8 1.092, H9 1.099, H11 1.090
7 H -1.2962 -2.4823 -0.5461  C5 1.079
8 H -2.1181 0.7178 1.8048  C6 1.092
9 H -0.4011 0.1908 1.8200  C6 1.099
10 H 4.5099 0.2368 -1.4844  O2 0.966
11 H -0.9635 1.4232 0.6688  C6 1.090
12 H 0.0261 -0.6161 -0.4573  no bonds
13 H -1.0805 -2.1393 1.3292  C5 1.093
14 H 2.3474 2.6244 0.0685  S1 1.354
15 H 3.0403 0.6475 -1.1735  O2 0.992
16 H -2.9193 -0.3295 -1.5365  N3 1.028

- max |F| (eV Å⁻¹) = 2.9
- spin multiplicity = 1
- HOMO energy (eV) = -13.225
- frontier orbital gap (eV) = 3.56
- net charge = +1
- LUMO energy (eV) = -9.660

=====

# 7
Molecular formula: C3H10NOS
Method: DFT, ωB97M-V/def2-TZVPD

Each atom is followed by the atoms it is bonded to, with distances in Å.
Element x y z (Å)
1 S -1.6898 -0.5503 3.1118  C6 1.838, H10 1.265
2 O 0.8540 0.0862 -0.1231  C4 1.351, H9 0.918
3 N 1.4798 -0.9213 -2.0732  C4 1.285, C5 1.411, H11 0.997
4 C 0.9655 -1.0135 -0.8995  O2 1.351, N3 1.285, H16 1.101
5 C 2.0433 0.2530 -2.6162  N3 1.411, H8 1.088, H12 1.053, H14 1.097
6 C -2.7020 0.8430 2.4703  S1 1.838, H7 1.166, H13 1.067, H15 1.047
7 H -3.1852 0.4734 1.4754  C6 1.166
8 H 1.4634 0.6366 -3.4534  C5 1.088
9 H 0.3947 -0.0442 0.6605  O2 0.918
10 H -1.2086 0.0917 4.0897  S1 1.265
11 H 1.4060 -1.7133 -2.6736  N3 0.997
12 H 3.0514 0.0344 -2.8286  C5 1.053
13 H -3.3463 1.3053 3.1847  C6 1.067
14 H 1.8721 0.9405 -1.7786  C5 1.097
15 H -2.1119 1.6426 2.1419  C6 1.047
16 H 0.7136 -2.0641 -0.6882  C4 1.101

- max |F| (eV Å⁻¹) = 3.6
- <S²> = 2.00
- spin multiplicity = 3
- HOMO energy (spin up / spin down) (eV) = -7.172 / -14.985
- frontier orbital gap (spin up / spin down) (eV) = 3.02 / 7.33
- net charge = +1
- LUMO energy (spin up / spin down) (eV) = -4.150 / -7.659

=====

# 8
Molecular formula: C3H10NPS2
Method: DFT, ωB97M-V/def2-TZVPD

Each atom is followed by the atoms it is bonded to, with distances in Å.
Element x y z (Å)
1 S 1.0927 1.9400 -0.3384  P3 2.115, H8 1.409
2 S 2.5748 -0.8280 -0.2140  P3 2.165, C6 1.861
3 P 0.5898 -0.0889 -0.6608  S1 2.115, S2 2.165, N4 1.650
4 N 0.3868 -0.0784 -2.2983  P3 1.650, H12 1.048, H17 1.011
5 C -2.2429 0.8869 1.1298  C7 1.284, H10 1.150, H14 1.073
6 C 2.3505 -2.1577 1.0693  S2 1.861, H9 1.078, H11 1.067, H15 1.155
7 C -2.3604 1.2317 -0.1009  C5 1.284, H13 1.123, H16 0.996
8 H -0.0562 2.0375 0.4721  S1 1.409
9 H 2.0691 -1.6311 1.9671  C6 1.078
10 H -1.3811 0.1547 1.3398  C5 1.150
11 H 3.2937 -2.6467 1.1696  C6 1.067
12 H -0.0591 0.8427 -2.5231  N4 1.048
13 H -3.1561 1.9115 -0.5074  C7 1.123
14 H -2.8289 1.1633 1.9856  C5 1.073
15 H 1.4767 -2.8669 0.8116  C6 1.155
16 H -1.5859 0.9912 -0.6790  C7 0.996
17 H -0.1634 -0.8618 -2.6229  N4 1.011

- max |F| (eV Å⁻¹) = 4.9
- structure (SMILES) = CSP(N)S.C=C
- spin multiplicity = 1
- HOMO energy (eV) = -8.358
- frontier orbital gap (eV) = 9.16
- LUMO energy (eV) = 0.804

=====

# 9
Molecular formula: C3H10NS
Method: DFT, ωB97M-V/def2-TZVPD

Each atom is followed by the atoms it is bonded to, with distances in Å.
Element x y z (Å)
1 S -1.9284 -1.3117 0.2087  C5 1.894
2 N 0.8156 1.0363 0.9711  C3 1.441, H8 1.074, H11 1.080
3 C 1.3749 -0.2787 0.7843  N2 1.441, C4 1.594, H6 1.106, H14 1.161
4 C 1.3668 -0.7344 -0.7426  C3 1.594, H7 1.115, H13 1.127, H15 1.182
5 C -2.3308 0.3932 -0.5104  S1 1.894, H9 1.099, H10 1.081, H12 1.070
6 H 0.9808 -1.0827 1.4333  C3 1.106
7 H 0.3642 -0.6327 -1.2196  C4 1.115
8 H 0.4257 1.6466 0.1776  N2 1.074
9 H -2.1888 1.1280 0.2943  C5 1.099
10 H -3.3795 0.3653 -0.7696  C5 1.081
11 H -0.0004 0.8623 1.6573  N2 1.080
12 H -1.7843 0.5927 -1.4082  C5 1.070
13 H 1.7084 -1.8079 -0.7669  C4 1.127
14 H 2.4748 -0.2101 1.1506  C3 1.161
15 H 2.1009 0.0336 -1.2598  C4 1.182

- max |F| (eV Å⁻¹) = 3.8
- spin multiplicity = 1
- HOMO energy (eV) = -2.276
- frontier orbital gap (eV) = 6.53
- net charge = -1
- LUMO energy (eV) = 4.250

=====

# 10
Molecular formula: C3H10NS
Method: DFT, ωB97M-V/def2-TZVPD

Each atom is followed by the atoms it is bonded to, with distances in Å.
Element x y z (Å)
1 S -0.7675 1.7208 1.2058  C4 1.819
2 N 0.5656 -0.3108 -0.7238  C3 1.459, H9 1.053, H14 1.037
3 C 0.9165 -1.2588 0.3278  N2 1.459, C5 1.546, H10 1.136, H15 1.094
4 C -1.5162 3.0123 0.1669  S1 1.819, H8 1.130, H11 1.072, H12 1.131
5 C 0.5729 -2.6637 -0.2192  C3 1.546, H6 1.138, H7 1.072, H13 1.094
6 H 0.4441 -3.3762 0.6588  C5 1.138
7 H -0.3386 -2.5551 -0.7725  C5 1.072
8 H -2.5700 2.7582 -0.1534  C4 1.130
9 H 0.0445 0.5049 -0.3095  N2 1.053
10 H 0.2847 -1.0405 1.2463  C3 1.136
11 H -1.5284 3.9636 0.6599  C4 1.072
12 H -0.9033 3.2079 -0.7637  C4 1.131
13 H 1.4045 -2.9616 -0.8649  C5 1.094
14 H 1.4450 0.0810 -1.1095  N2 1.037
15 H 1.9462 -1.0819 0.6509  C3 1.094

- max |F| (eV Å⁻¹) = 2.5
- spin multiplicity = 1
- HOMO energy (eV) = -2.436
- frontier orbital gap (eV) = 6.61
- net charge = -1
- LUMO energy (eV) = 4.178

=====

Respective energy relative to the best compared isomer or geometry (same formula, charge and spin) values: 0.815, 3.201, 0.938, 1.325, 0.042, 10.336, 0.957, 1.986, 1.619, 0.992 eV.